1.
This record from the OMol25 dataset describes a structure of composition C42H28Cl5MnNO4P2S. The level of theory is ωB97M-V/def2-TZVPD.

The total charge is +1. The energy above the lowest of the compared OMol25 structures with the same formula, charge and spin is 708.4 kcal per mole. The spin multiplicity is 5. For the frontier orbital gap (alpha / beta), the calculation gives 6.64 / 6.32 eV. The value obtained for the largest force on an atom is 0.3686 Eh/bohr. As for the expectation value of S²: 6.17.

Structure (XYZ):
```
84
Properties=species:S:1:pos:R:3:forces:R:3
Mn -0.609 -0.096 -1.096 5.97 -1.43 -1.87
O 1.077 3.153 1.693 -0.19 0.05 0.01
S 0.423 1.841 1.500 1.47 0.89 1.29
C -0.549 1.447 2.983 -0.16 -0.71 -0.74
C -0.663 2.160 4.148 0.11 0.15 -0.07
C -1.341 1.554 5.209 0.02 -0.03 -0.05
C -1.859 0.274 5.082 -0.07 -0.04 0.07
C -1.769 -0.427 3.882 -0.03 0.12 -0.09
C -1.121 0.179 2.819 -0.38 1.16 0.33
P -1.088 -0.420 1.127 6.09 -6.20 6.00
C -1.382 -2.181 1.440 -0.43 -0.09 0.02
C -0.278 -2.906 1.893 -0.10 0.20 -0.33
C -0.454 -4.200 2.354 0.05 0.00 0.00
C -1.717 -4.777 2.335 -0.05 -0.07 0.04
C -2.818 -4.054 1.899 0.00 0.10 -0.02
C -2.659 -2.739 1.484 0.09 -0.03 -0.08
C -1.899 1.618 -0.635 2.46 8.59 -2.82
C -1.593 2.704 -1.286 0.07 1.19 -2.04
C -1.762 2.754 -2.760 -0.06 -1.02 -0.53
C -1.940 1.707 -3.648 0.03 0.08 1.55
C -2.022 0.165 -3.352 -0.39 0.87 0.35
C -2.705 -0.520 -1.048 -4.03 -14.62 -11.36
C 1.657 0.516 1.870 0.60 -0.56 -1.74
C 2.108 0.247 3.144 -0.03 0.17 -0.03
C 3.064 -0.744 3.351 0.07 -0.05 0.07
C 3.568 -1.459 2.285 0.06 -0.04 -0.05
C 3.145 -1.187 0.983 -0.19 0.11 -0.01
C 2.197 -0.208 0.738 -0.74 0.89 0.39
P 1.668 0.235 -1.045 1.93 -0.05 1.83
C 2.671 -0.956 -1.989 -0.37 -0.12 -0.03
C 2.046 -2.170 -2.277 0.16 0.29 0.12
C 2.703 -3.119 -3.045 -0.06 -0.12 0.02
C 3.974 -2.853 -3.530 0.03 0.03 -0.01
C 4.595 -1.643 -3.245 0.03 0.06 0.05
C 3.948 -0.691 -2.473 -0.08 0.03 0.09
C 2.460 1.882 -1.100 -0.07 -0.06 0.00
C 3.638 2.107 -0.385 -0.05 0.05 -0.11
C 4.207 3.370 -0.364 0.07 -0.04 0.01
C 3.606 4.417 -1.046 -0.01 -0.04 0.02
C 2.428 4.202 -1.745 -0.01 0.07 -0.01
C 1.857 2.941 -1.773 -0.04 -0.11 0.10
H -0.238 3.152 4.229 0.08 -0.02 0.01
H -1.448 2.083 6.147 -0.01 0.02 -0.01
H -2.371 -0.183 5.918 0.03 0.01 0.03
H -2.209 -1.410 3.782 -0.01 -0.01 0.03
H 0.694 -2.426 1.866 0.11 -0.17 0.13
H 0.389 -4.761 2.733 0.03 -0.01 -0.06
H -1.847 -5.795 2.677 0.01 -0.01 0.00
H -3.805 -4.497 1.899 0.01 -0.03 0.05
H -3.528 -2.147 1.220 -0.02 -0.06 -0.05
H -1.292 3.585 -0.725 0.35 0.12 -0.37
H -1.692 3.748 -3.186 0.02 -0.04 -0.12
H -2.024 1.964 -4.696 0.00 0.08 0.00
H -2.209 -0.406 -4.263 -0.10 0.36 -0.16
H -2.804 -1.609 -1.001 0.13 0.12 1.28
H 1.735 0.814 3.987 -0.07 -0.03 0.01
H 3.411 -0.950 4.354 0.00 0.02 0.01
H 4.313 -2.225 2.452 -0.01 -0.02 0.00
H 3.561 -1.743 0.153 0.05 -0.04 0.04
H 1.038 -2.328 -1.903 0.03 -0.22 -0.15
H 2.218 -4.054 -3.291 -0.02 -0.01 0.04
H 4.482 -3.582 -4.147 -0.01 -0.03 0.01
H 5.584 -1.434 -3.631 0.01 -0.02 -0.01
H 4.414 0.263 -2.263 0.05 -0.01 -0.04
H 4.103 1.302 0.168 0.04 0.02 0.01
H 5.116 3.535 0.197 0.01 0.01 -0.01
H 4.055 5.401 -1.027 -0.02 0.02 0.01
H 1.953 5.025 -2.263 -0.02 -0.02 -0.03
H 0.940 2.768 -2.319 0.00 0.07 -0.04
Cl -7.069 0.080 1.048 0.07 -0.09 0.17
C -5.552 0.297 0.247 -0.31 0.13 -1.29
C -4.473 0.771 1.196 -1.49 -0.86 -1.90
Cl -4.808 1.417 2.757 -0.09 -0.11 -0.06
C -3.285 0.597 0.720 -5.82 3.47 7.26
Cl -2.134 0.347 -0.136 -3.47 4.37 6.37
C -3.209 -0.127 -2.327 -0.14 2.43 -0.65
O -0.752 -0.314 -2.837 -1.88 0.31 -1.33
C -4.514 0.220 -2.285 -0.14 -0.29 0.06
Cl -5.209 0.833 -3.756 0.07 0.10 0.02
C -5.532 0.006 -1.146 0.83 0.64 1.38
Cl -7.004 -0.634 -1.781 0.03 -0.12 -0.14
O 1.127 -0.830 -4.908 0.04 -0.05 0.09
N 1.432 0.273 -4.627 0.01 0.19 -0.17
O 1.631 0.853 -3.605 -0.14 0.09 -0.79
```
Positions in Å, forces in eV/Å.

=====

2.
This record from the OMol25 dataset describes a structure of composition C32H28Br2CdN8O4S2Se. The level of theory is ωB97M-V/def2-TZVPD.

For the frontier orbital gap, the calculation gives 7.74 eV. The value obtained for the largest force on an atom is 0.0039 Eh/bohr.

Structure (XYZ):
```
78
Properties=species:S:1:pos:R:3:forces:R:3
Cd 1.279 0.278 -0.690 -0.15 0.11 -0.07
N 1.665 -3.165 0.487 0.00 0.01 0.03
C 1.843 -3.038 -0.849 0.01 -0.04 -0.04
N 1.684 -1.916 -1.493 0.05 0.00 0.03
C 1.916 -2.059 -2.846 -0.04 0.03 0.00
C 2.220 -3.315 -3.241 0.00 -0.01 -0.02
S 2.247 -4.375 -1.877 -0.01 0.01 0.01
C 1.850 -0.846 -3.674 -0.03 -0.01 0.00
C 2.161 -0.740 -4.984 0.02 -0.01 -0.01
S 1.990 0.898 -5.503 -0.01 0.02 0.01
C 1.515 1.344 -3.893 0.03 0.01 -0.03
N 1.484 0.339 -3.057 -0.04 -0.07 -0.02
N 1.174 2.604 -3.567 -0.02 -0.01 0.01
H 1.725 -2.320 1.050 -0.02 0.00 0.00
H 2.003 -4.000 0.932 0.00 0.00 0.00
H 2.438 -3.679 -4.230 0.00 0.00 0.00
H 2.497 -1.506 -5.661 0.00 0.00 0.00
H 1.460 3.360 -4.163 0.01 0.00 0.00
H 0.968 2.802 -2.588 0.01 0.00 0.01
C 3.211 -1.569 3.733 -0.01 0.01 0.02
O 2.025 -1.377 2.977 0.00 -0.01 -0.01
C 0.843 -1.333 3.647 0.02 0.01 0.03
C 0.675 -1.699 4.971 0.01 0.00 -0.02
C -0.604 -1.665 5.514 -0.04 0.01 -0.01
Br -0.832 -2.174 7.326 0.00 0.00 0.00
C -1.700 -1.290 4.773 0.04 -0.02 0.03
C -1.525 -0.908 3.441 -0.03 -0.02 -0.01
C -0.253 -0.908 2.884 0.01 -0.12 -0.05
O -0.026 -0.622 1.570 -0.03 0.16 -0.02
C -2.727 -0.594 2.643 -0.01 0.00 0.01
N -3.815 -1.321 2.674 0.00 0.00 -0.01
C -4.691 -0.682 1.815 0.02 0.00 -0.01
C -5.999 -1.014 1.456 -0.02 0.01 0.00
C -6.658 -0.182 0.574 0.00 0.02 0.05
C -6.040 0.964 0.045 0.00 0.02 0.03
C -4.745 1.305 0.383 -0.02 0.02 0.04
C -4.086 0.461 1.273 0.00 0.00 0.01
N -2.824 0.491 1.818 -0.06 0.02 0.08
H 3.244 -2.568 4.174 0.00 0.00 0.00
H 3.291 -0.817 4.521 0.00 0.00 0.00
H 4.030 -1.443 3.030 0.00 0.00 0.00
H 1.511 -2.012 5.578 0.01 0.00 0.00
H -2.695 -1.300 5.194 0.00 0.00 0.00
H -0.294 0.311 1.360 0.06 0.02 0.07
H -6.473 -1.896 1.867 0.00 0.00 0.00
H -7.673 -0.413 0.279 0.00 0.00 0.00
H -6.593 1.592 -0.641 0.00 0.00 -0.01
H -4.269 2.190 -0.020 0.00 0.00 0.00
H -2.121 1.213 1.678 0.01 -0.02 -0.05
C -0.704 4.177 0.313 0.02 0.01 0.01
C -0.247 2.745 0.173 -0.02 0.02 -0.03
O 0.404 2.435 -0.867 -0.02 -0.02 0.08
O -0.562 1.926 1.070 0.06 0.01 -0.05
H 0.039 4.853 -0.104 0.00 0.00 0.00
H -0.899 4.416 1.355 0.00 0.00 0.00
H -1.630 4.302 -0.253 0.00 0.00 0.00
Se 3.328 0.731 0.777 0.03 -0.05 0.09
C 4.398 1.553 -0.577 -0.04 -0.03 -0.03
C 4.453 1.086 -1.889 0.06 -0.05 0.00
C 5.256 1.737 -2.811 -0.01 0.01 0.02
N 6.007 2.799 -2.528 -0.01 0.00 0.00
C 5.966 3.230 -1.268 -0.01 0.00 -0.01
C 5.191 2.655 -0.272 -0.02 0.02 -0.02
H 3.889 0.211 -2.192 0.09 0.04 0.03
H 5.298 1.379 -3.836 0.00 0.00 -0.01
H 6.585 4.091 -1.039 0.00 0.00 0.00
H 5.194 3.068 0.727 0.01 0.00 0.00
Br -5.318 -1.589 -2.433 0.03 -0.04 -0.07
C -3.588 -1.086 -1.892 0.01 -0.03 0.00
C -3.050 0.116 -2.317 0.02 -0.02 -0.01
C -1.767 0.431 -1.907 -0.02 0.00 -0.03
N -1.033 -0.367 -1.131 0.09 0.00 -0.02
C -1.566 -1.523 -0.733 -0.03 -0.02 0.02
C -2.845 -1.924 -1.080 -0.01 0.01 -0.02
H -3.610 0.791 -2.947 0.00 0.00 0.00
H -1.302 1.361 -2.209 0.00 0.00 0.00
H -0.950 -2.146 -0.100 0.01 0.00 0.01
H -3.243 -2.862 -0.721 0.00 0.00 0.00
```
Positions in Å, forces in eV/Å.

=====

3.
This record from the OMol25 dataset describes a cluster of 2 separate species, C3H13N4 in total. The level of theory is ωB97M-V/def2-TZVPD.

The total charge is +1. The energy above the lowest of the compared OMol25 structures with the same formula, charge and spin is 149.7 kcal per mole. For the frontier orbital gap (alpha / beta), the calculation gives 8.27 / 7.31 eV. The value obtained for the largest force on an atom is 0.0625 Eh/bohr.

Structure (XYZ):
```
20
Properties=species:S:1:pos:R:3:forces:R:3
C -0.254 -1.752 -0.487 -0.82 -0.44 -1.15
C 1.349 1.488 -0.643 -0.40 -1.16 -2.97
C 1.781 -0.361 0.911 -0.35 1.65 -0.52
N -2.469 0.877 0.882 0.10 1.66 -1.60
N -0.163 -0.321 -0.582 0.73 1.04 0.04
N -2.053 0.400 -0.270 0.06 2.46 0.94
N 1.173 0.091 -0.345 -0.83 -0.46 -0.15
H -1.270 -2.039 -0.881 1.53 -0.28 -0.16
H 0.676 -2.105 -0.958 -0.89 -0.71 -0.40
H -0.230 -2.079 0.516 -0.03 -0.23 1.26
H 0.718 2.001 -0.020 -1.75 1.86 1.41
H 2.342 1.843 -0.432 0.52 -0.23 -0.49
H 0.993 1.574 -1.734 0.98 0.58 1.54
H 2.658 -0.864 0.628 1.02 -1.39 -0.08
H 2.187 0.545 1.388 -0.70 -0.40 0.63
H 1.075 -0.950 1.474 0.30 0.06 0.56
H -2.759 1.880 0.859 0.74 -1.17 0.21
H -2.941 0.287 1.517 -0.48 -0.65 0.87
H -0.468 0.014 -1.499 0.66 -0.11 0.14
H -2.345 -0.529 -0.324 -0.40 -2.08 -0.08
```
Positions in Å, forces in eV/Å.

=====

4.
This record from the OMol25 dataset describes the molecule C3H4FNS. The level of theory is ωB97M-V/def2-TZVPD.

The energy above the lowest of the compared OMol25 structures with the same formula, charge and spin is 38.8 kcal per mole. As for the SMILES: F[C@H]1CNC1=S. For the frontier orbital gap, the calculation gives 9.25 eV. The value obtained for the largest force on an atom is 0.0830 Eh/bohr.

Structure (XYZ):
```
10
Properties=species:S:1:pos:R:3:forces:R:3
F 0.579 -1.898 -0.449 -0.51 0.78 2.22
C 0.328 -0.834 0.477 -1.69 0.89 -1.55
C 0.983 0.464 -0.180 -2.03 -1.24 0.28
N -0.430 0.985 -0.270 -1.18 4.07 0.56
C -1.052 -0.086 0.157 1.95 -2.40 -1.12
S -2.511 -0.621 -0.142 -2.00 -0.49 0.49
H 0.240 -1.028 1.598 1.36 -0.40 -1.60
H 1.246 0.201 -1.211 0.75 0.21 0.61
H 1.684 0.925 0.472 0.62 0.97 -0.01
H -1.069 1.891 -0.452 2.74 -2.37 0.12
```
Positions in Å, forces in eV/Å.